#i
A 9-piece molecular cluster, H20NO8 overall, computed with ωB97M-V with the def2-TZVPD basis set.

Properties
**Molecular weight**: 162.159 g/mol
**Kohn-Sham gap**: 10.738 eV
**Lowest unoccupied orbital energy**: -3.07 eV
**Charge**: +1
**E_HOMO**: -13.81 eV

CARTESIAN COORDINATES (ANGSTROEM)
1 N 0.2091 -0.1801 -0.1113
2 H 0.3201 0.1889 0.8567
3 H 0.8431 -1.0701 -0.2373
4 H 0.4151 0.4909 -0.7623
5 H -0.6979 -0.5251 -0.2153
6 O -1.5969 -1.2271 -2.6453
7 H -2.2939 -1.3901 -3.3223
8 H -1.1869 -0.4941 -2.9013
9 O -0.4659 -1.8991 2.5637
10 H 0.2851 -2.5131 2.8547
11 H -0.9369 -1.6921 3.4457
12 O 2.8571 -0.4071 -2.0573
13 H 3.1501 0.2989 -2.5103
14 H 3.6151 -0.8141 -1.6423
15 O -1.0159 1.7719 -2.9753
16 H -1.4099 2.6499 -2.6013
17 H -0.4339 1.7839 -3.7973
18 O 2.1351 -0.5311 2.6777
19 H 2.6151 0.3589 3.0707
20 H 1.4911 -0.6051 3.3287
21 O -2.0849 1.4509 0.6737
22 H -1.7389 2.3069 0.9467
23 H -2.7229 1.8059 0.1627
24 O -1.6269 -3.0431 0.4027
25 H -0.8849 -3.5981 0.2217
26 H -1.4029 -2.7571 1.2757
27 O 0.5411 3.1339 0.8487
28 H 0.6541 3.2629 1.7777
29 H 1.3681 3.2439 0.6717

#ii
A 9-piece molecular cluster, H20NO8 overall, computed with ωB97M-V with the def2-TZVPD basis set.

Properties
**Molecular weight**: 162.159 g/mol
**Kohn-Sham gap**: 8.252 eV
**Lowest unoccupied orbital energy**: -4.63 eV
**Charge**: +1
**E_HOMO**: -12.89 eV

CARTESIAN COORDINATES (ANGSTROEM)
1 N -1.2984 -1.6661 -2.5402
2 H -1.2704 -0.6541 -2.6742
3 H -2.1694 -2.0531 -2.0752
4 H -0.6254 -1.8911 -1.7862
5 H -1.0694 -2.1821 -3.3922
6 O -0.2174 2.8779 0.5668
7 H -0.9274 2.8829 1.3048
8 H -0.0364 1.9079 0.4778
9 H -0.8614 3.2579 -0.1732
10 O 0.9096 0.4159 0.2868
11 H -0.1024 0.2409 0.2078
12 O -1.2364 -2.2141 0.4578
13 H -1.0254 -1.6171 1.2228
14 H -0.9924 -3.1681 0.6208
15 O 2.0296 0.9629 -2.0512
16 H 1.7776 1.7599 -2.4152
17 H 1.3386 0.8629 -1.3062
18 O -3.0214 1.5009 0.9128
19 H -3.6644 0.9659 1.3198
20 H -2.8984 1.0589 0.0248
21 O 0.1846 -1.0341 2.4068
22 H -0.3724 -0.5011 2.9028
23 H 0.4086 -0.3481 1.6548
24 O 3.1236 1.2809 1.7488
25 H 2.6206 0.8919 1.0408
26 H 3.2366 2.1179 1.3348
27 O 2.2276 -2.0741 -0.3122
28 H 1.8326 -1.1331 -0.2942
29 H 2.0986 -2.4481 0.5288

Quick one: least stable of them? #ii

#i
An isolated ion of composition C7H8N3 and charge +1, computed with ωB97M-V with the def2-TZVPD basis set.

Properties
**Molecular weight**: 134.162 g/mol
**Kohn-Sham gap**: 8.781 eV
**Lowest unoccupied orbital energy**: -4.67 eV
**Charge**: +1
**SMILES string**: Cn1cc[n+]2ccncc12
**E_HOMO**: -13.45 eV

CARTESIAN COORDINATES (ANGSTROEM)
1 C 2.3049 1.2351 0.0499
2 N 1.2961 0.1820 0.0604
3 C 1.5670 -1.1426 0.1247
4 C 0.3384 -1.8410 0.0359
5 N -0.6746 -0.9036 0.0215
6 C -2.0186 -1.1434 0.0700
7 C -2.7596 -0.0161 -0.0037
8 N -2.2826 1.2243 0.0617
9 C -0.9907 1.4331 0.0648
10 C -0.1452 0.3506 0.0175
11 H 1.8197 2.2198 0.2873
12 H 3.2317 1.1922 0.6254
13 H 2.5522 1.2232 -0.9948
14 H 2.5853 -1.3062 -0.0923
15 H 0.0454 -2.8287 -0.1605
16 H -2.5359 -2.0597 -0.1959
17 H -3.8184 -0.1959 0.2149
18 H -0.5151 2.3771 -0.1867

#ii
An isolated ion of composition C7H8N3 and charge +1, computed with ωB97M-V with the def2-TZVPD basis set.

Properties
**Molecular weight**: 134.162 g/mol
**Kohn-Sham gap**: 7.802 eV
**Lowest unoccupied orbital energy**: -4.79 eV
**Charge**: +1
**SMILES string**: C=C/C=N/C=C\C=C/[N+]#N
**E_HOMO**: -12.59 eV

CARTESIAN COORDINATES (ANGSTROEM)
1 C 2.7697 1.8516 -0.1914
2 C 2.2234 0.7933 0.3596
3 C 1.4223 -0.0751 -0.4832
4 N 0.5874 -0.8827 -0.0857
5 C -0.2377 -1.7940 0.1385
6 C -1.6004 -1.9117 -0.0826
7 C -2.4589 -0.8554 -0.1542
8 C -2.3333 0.5049 0.1256
9 N -1.5284 1.0357 0.9210
10 N -0.9541 1.7683 1.5074
11 H 3.2661 2.5526 0.4624
12 H 2.7745 1.9328 -1.2845
13 H 2.3171 0.5015 1.3755
14 H 1.6453 -0.1670 -1.6506
15 H 0.2948 -2.6709 0.3376
16 H -2.0029 -2.9356 -0.1297
17 H -3.3712 -1.1080 -0.7081
18 H -2.8137 1.4595 -0.4577

#iii
An isolated ion of composition C7H8N3 and charge +1, computed with ωB97M-V with the def2-TZVPD basis set.

Properties
**Molecular weight**: 134.162 g/mol
**Kohn-Sham gap (alpha / beta)**: 7.288 / 7.286 eV
**Lowest unoccupied orbital energy (alpha / beta)**: -5.32 / -5.32 eV
**Charge**: +1
**E_HOMO (alpha / beta)**: -12.60 / -12.60 eV

CARTESIAN COORDINATES (ANGSTROEM)
1 C 0.6294 -2.2276 -1.8828
2 C -0.2774 -1.3530 -2.6314
3 C 0.8350 -2.0795 -0.5344
4 C -0.8501 -0.2414 -1.9823
5 C 0.3763 -0.9425 0.2156
6 C -0.5504 0.0133 -0.6564
7 C -0.7070 0.8642 1.4356
8 N 0.6717 -0.6460 1.3882
9 N -0.8658 1.0282 0.1551
10 N -0.0557 1.9088 2.2104
11 H 1.2061 -3.0209 -2.5140
12 H -0.5744 -1.6544 -3.5931
13 H 1.4544 -2.8170 0.0041
14 H -1.4769 0.4873 -2.5836
15 H -1.5116 0.4147 1.9453
16 H 0.8611 1.5294 2.3654
17 H -0.5490 2.2197 3.0884
18 H 0.1179 2.6482 1.5554

Quick one: least stable of them? #ii

#i
A 2-piece molecular cluster, C5H14O overall, computed with ωB97M-V with the def2-TZVPD basis set.

Properties
**Molecular weight**: 90.166 g/mol
**Kohn-Sham gap**: 12.169 eV
**Lowest unoccupied orbital energy**: 0.92 eV
**Charge**: 0
**SMILES string**: CCCCC.O
**E_HOMO**: -11.25 eV

CARTESIAN COORDINATES (ANGSTROEM)
1 C -1.1629 -0.3360 1.8072
2 C -0.7307 0.8142 0.9077
3 C -1.4423 0.8071 -0.4412
4 C -1.1050 -0.3808 -1.3646
5 C 0.3866 -0.6894 -1.4512
6 H -0.6569 -0.2798 2.7736
7 H -0.9114 -1.3097 1.3764
8 H -2.2331 -0.2807 2.0101
9 H 0.3391 0.7751 0.7218
10 H -0.9347 1.7601 1.4044
11 H -2.5328 0.7857 -0.2945
12 H -1.2360 1.7206 -0.9970
13 H -1.6008 -1.2812 -1.0102
14 H -1.4462 -0.1214 -2.3704
15 H 0.5874 -1.3944 -2.2670
16 H 0.9862 0.2022 -1.6766
17 H 0.7825 -1.1880 -0.5652
18 O 3.4262 -0.0393 0.4923
19 H 3.6435 0.2357 -0.4176
20 H 2.4667 -0.1391 0.4860

#ii
A 2-piece molecular cluster, C5H14O overall, computed with ωB97M-V with the def2-TZVPD basis set.

Properties
**Molecular weight**: 90.166 g/mol
**Kohn-Sham gap**: 11.176 eV
**Lowest unoccupied orbital energy**: 0.89 eV
**Charge**: 0
**SMILES string**: CC(C)O.CC
**E_HOMO**: -10.29 eV

CARTESIAN COORDINATES (ANGSTROEM)
1 C 0.3497 -0.6025 -0.1432
2 C 1.0284 -1.6627 -1.0032
3 C 1.0391 -1.3156 -2.4868
4 O 2.3689 -1.8565 -0.5553
5 H -0.1599 0.0959 -0.7999
6 H 1.0763 -0.4161 0.6442
7 H -0.5190 -0.9735 0.4072
8 H 0.4307 -2.6083 -1.0200
9 H 0.1486 -1.7337 -2.9788
10 H 1.0110 -0.2419 -2.7177
11 H 1.9234 -1.6443 -3.0369
12 H 2.5178 -2.8074 -0.4179
13 C -2.0065 2.1040 1.2868
14 C -0.8503 1.8275 2.1914
15 H -2.7347 2.7487 1.7850
16 H -1.7578 2.6645 0.3790
17 H -2.5321 1.2184 0.9431
18 H -0.9890 1.6246 3.2793
19 H -0.2443 0.9859 1.8540
20 H -0.1007 2.5932 2.3899

Quick one: least stable of them? #ii